Formula: C3H9NO2S
Source: the OMol25 dataset
Level of theory: wB97M-V/def2-TZVPD

```
16
Properties=species:S:1:pos:R:3:forces:R:3
S 1.903996 -0.809696 -0.388127 3.08 -1.87 3.07
O -2.379188 0.124294 0.897788 -0.43 0.06 -2.26
O 0.928473 -1.197995 -1.343381 -2.42 -0.55 -2.67
N 2.586760 -2.396430 0.160655 -0.43 1.74 0.21
C 0.868816 -0.253903 0.989761 1.12 -2.24 0.45
C -2.559823 0.005104 -0.318764 -0.33 -0.26 2.68
C -3.858973 0.197540 -1.029620 -1.96 0.35 1.67
H 3.259061 -2.156096 0.924917 -0.95 -0.80 -0.60
H 0.661930 0.648446 0.521847 -1.12 2.18 0.25
H 1.231079 -0.303302 2.018241 0.67 0.79 -0.35
H -3.700706 0.670751 -1.965631 0.12 0.39 -0.99
H 1.815352 -3.062253 0.405667 0.98 0.98 0.13
H -1.762737 -0.394043 -0.937076 0.62 -0.02 -0.38
H -4.675759 0.767378 -0.448848 1.60 -0.69 -0.63
H 0.053935 -0.941847 1.019550 -0.97 -0.20 -0.48
H -4.320619 -0.788304 -1.209601 0.42 0.14 -0.11
```
Positions in Å, forces in eV/Å.

- Energy above the lowest of the compared OMol25 structures with the same formula, charge and spin: 312.50 kJ/mol
- Total energy: -723.04932 a.u.
- Charge: 0

---

Formula: C58H97BN16O14
Source: the OMol25 dataset
Level of theory: wB97M-V/def2-TZVPD

```
186
Properties=species:S:1:pos:R:3:forces:R:3
O 8.476864 0.635406 -0.168394 -0.63 -1.13 -0.49
O 3.541836 0.025089 1.499205 -2.37 -1.60 -2.43
O 0.197582 -0.337244 -1.407428 0.93 -0.19 -0.67
O 2.033384 -1.849437 -0.937910 -4.37 -1.31 -2.08
O 1.468912 -0.173074 0.587879 0.27 -0.58 0.27
O 4.190988 -1.994321 -0.460220 0.26 -0.18 -0.66
O 8.442555 -1.021637 -1.728282 -0.63 0.32 0.99
O -2.461822 -2.038611 0.100379 3.41 1.55 -1.22
O 2.184440 2.910579 -4.429425 -0.73 -0.97 -2.27
O -0.887934 -5.546091 2.403398 1.53 1.09 0.48
O -1.966562 -0.096660 -2.024469 1.41 -0.90 -0.04
O 3.126961 3.986697 -2.772109 1.35 1.22 1.11
O -0.208494 -1.942650 0.274433 2.05 0.10 0.36
O -2.878180 -6.061835 1.677932 -1.77 0.40 -0.60
N 0.077872 4.940494 5.403816 2.55 0.64 -4.28
N 1.664571 -2.472680 3.902324 4.44 -1.80 -3.14
N -3.523551 1.358610 4.368740 2.05 -1.74 3.62
N 3.801977 -3.170197 3.155977 -4.45 2.40 2.34
N 6.087627 3.619964 0.263043 -2.24 3.07 -2.57
N -2.645221 0.678810 6.388999 -0.90 1.71 -3.98
N -6.308918 -2.210882 -2.219447 -1.43 -1.38 0.08
N 0.096651 1.433344 -7.860021 -0.74 -0.25 3.27
N -6.748034 -3.096164 1.317112 -0.37 -0.79 0.13
N 4.550512 -1.073633 -4.233412 0.53 1.07 2.36
N 5.621806 0.933007 -3.845512 -3.16 -4.66 -0.93
N 5.929584 5.736530 -0.653647 0.18 -5.41 3.19
N 1.700235 4.188669 3.983640 -3.46 3.44 0.44
N -0.572700 0.079232 -6.186508 1.85 3.84 -0.25
N -7.480476 -5.043324 0.533888 3.97 6.71 3.93
N -7.879754 -3.667881 -2.849726 1.23 3.40 1.42
C 6.153774 1.928414 2.003411 1.23 -0.61 0.61
C -7.850057 -3.876531 1.193191 1.20 -0.22 -1.73
C -2.458476 0.027392 7.658609 -0.45 -0.11 1.60
C -1.268135 -0.200973 -7.291552 -0.96 -1.51 -2.23
C -0.455073 -1.070055 3.946429 1.09 1.45 -0.62
C 7.834827 -1.560961 0.514935 -0.38 -0.06 -0.52
C 7.335613 4.221213 0.299848 -0.88 -0.39 0.77
C 4.690910 0.972662 -4.890449 -0.21 3.14 -1.03
C 5.209631 4.550770 -0.349556 3.65 1.14 0.06
C -6.627532 -1.709841 1.803748 -0.74 0.58 0.83
C -3.587026 0.421516 5.404271 0.70 1.64 0.34
C 2.009114 3.873390 5.303098 2.26 -0.95 -2.05
C -8.545353 -2.589922 -2.184001 2.31 -1.17 -0.84
C 5.463625 6.828085 -1.466087 -0.08 -0.04 0.10
C -0.890666 0.602884 -8.357916 0.11 -0.48 1.14
C 5.748867 2.224615 0.597674 -1.67 -0.08 0.33
C -10.092247 -4.785906 -3.472275 1.57 1.48 0.52
C 1.609989 -3.228302 2.695110 -0.71 -1.15 0.39
C -2.625463 -4.063685 3.062280 0.00 -0.55 -0.62
C 0.546463 4.980193 4.022002 0.37 -2.30 4.31
C 0.145916 1.180301 -6.502273 1.26 0.38 -1.35
C 3.092512 -1.526096 -0.374112 3.63 0.42 2.62
C -7.891352 -1.178410 2.518996 1.35 0.25 -0.75
C 0.529118 -2.029764 4.693543 -1.92 0.32 0.04
C 8.300994 -0.585701 -0.551051 0.47 2.15 -0.60
C -1.046499 5.738709 5.893488 -0.55 0.06 0.34
C 2.370270 3.776812 2.745593 1.65 -0.57 -0.69
C -1.043068 -0.648303 -1.437101 -3.55 1.10 0.78
C 5.262938 -3.280495 3.041499 -0.21 -0.59 0.70
C -4.368612 1.505314 3.180316 0.29 -0.26 -1.75
C -6.516758 -3.403161 -2.770319 -1.86 -0.64 -1.38
C -0.460995 -0.728928 -4.972872 -1.13 -0.89 -1.28
C 6.655627 1.869036 -3.371114 1.41 -0.65 0.26
C 1.058479 4.280997 6.120843 -2.68 1.01 1.20
C -8.556886 -4.718055 -3.561035 0.80 -3.60 -0.10
C -5.656673 -3.832129 0.941074 0.76 -0.83 -0.54
C 2.758374 -0.488792 0.668383 2.30 2.92 3.47
C 0.789845 2.524257 -8.567823 1.05 2.19 -0.97
C -8.278611 -6.059719 0.226283 -3.42 -3.97 -0.45
C -7.517285 -1.786274 -1.772758 -1.43 1.83 0.18
C 3.025331 -2.422132 4.106269 1.33 -0.76 -0.72
C -3.648625 1.006372 1.853825 -1.10 -0.47 1.99
C 1.592177 2.665306 2.073601 -0.52 0.12 0.59
C 5.471025 -0.399132 -3.453662 0.60 0.49 -1.16
C -2.400680 2.145895 4.692268 -0.85 -0.34 -0.05
C 2.854605 -3.703821 2.293446 -0.38 1.29 1.40
C 1.474286 2.422350 -2.228234 -0.33 -1.32 -0.19
C -5.052938 -1.578965 -1.900096 1.51 -0.71 -0.04
C -6.072742 -5.050090 0.473407 -1.50 0.53 -0.02
C -1.318990 -1.633668 -0.267885 -4.69 -1.55 0.26
C 2.330457 3.168475 -3.242674 0.00 0.36 1.56
C -2.095011 -5.321812 2.283461 -0.20 -0.64 -0.08
C 4.018603 -2.438645 -3.957231 0.19 0.07 -0.03
C -1.915796 1.812984 5.934076 -0.70 -1.42 -0.92
C 3.928695 -0.130571 -5.050574 1.79 -1.19 0.85
C 7.239108 5.512623 -0.111815 -0.79 -0.26 -1.63
C 2.042230 3.300862 -7.947673 -1.40 -1.71 2.00
C 6.442406 3.299153 -3.587932 -1.84 2.06 -1.98
B 0.880638 -1.107296 -0.357535 0.03 0.05 -0.38
H -4.268504 -2.075611 -2.471159 -0.02 -0.18 0.13
H -1.491564 -0.433143 7.861341 0.07 -0.12 -0.88
H 0.520261 -0.679451 -4.500860 -0.33 0.36 -0.03
H -10.539679 -5.725404 -3.796717 0.33 0.31 -0.45
H 0.608356 3.111538 1.928445 -0.48 -0.47 0.13
H -2.077103 2.808135 3.902878 0.24 0.35 0.51
H -1.338525 -0.587684 -4.341922 0.48 0.36 0.33
H -8.837358 -3.525539 1.454805 -0.06 -0.38 -0.15
H -1.957908 5.174274 5.696422 -0.12 0.37 -0.12
H 0.845615 4.162264 7.172985 0.74 0.01 0.07
H 6.245036 3.544299 -4.631503 0.21 -0.14 -0.42
H -10.309970 -4.685120 -2.409003 -0.47 0.10 0.01
H 2.499836 4.125455 -8.494259 -0.26 -0.68 -0.77
H 0.679461 1.838659 -5.832713 0.57 -0.22 0.45
H -7.760598 -7.001233 0.408810 0.03 -0.13 -0.78
H -5.641371 -5.982125 0.139292 0.72 0.37 0.10
H -10.370786 -3.878113 -4.007460 -1.12 -0.38 -0.07
H 5.589102 -4.143914 3.621356 -0.05 0.06 0.20
H 5.949810 7.678619 -0.988276 -0.20 0.46 -0.96
H -5.751997 -1.596473 2.443023 -0.03 -0.82 0.33
H 7.272556 3.963267 -3.347304 0.17 -0.55 0.49
H 1.600951 1.826549 2.769670 -0.45 -0.28 -0.40
H 5.785996 2.628550 2.753507 0.31 0.78 -0.34
H 4.669216 2.080381 0.638043 -0.28 0.64 -0.83
H -2.536489 0.784187 8.439176 -0.24 0.11 -0.04
H -5.743559 -4.016989 -3.208248 -0.12 -0.07 0.03
H 0.885999 -1.547507 5.603573 0.22 0.00 -0.20
H 1.064841 2.146233 -9.552500 -0.16 -0.17 0.10
H 6.964154 -2.015451 0.042204 0.05 -0.65 0.19
H -8.116131 -4.887482 -4.543445 -0.42 0.89 -0.40
H -4.610975 2.557988 3.034615 -0.14 -0.03 0.52
H 4.376804 6.910796 -1.457192 0.08 -0.02 0.43
H -4.296306 1.083287 0.980502 0.13 0.73 0.06
H -0.032486 5.490439 3.266443 0.38 -0.21 -0.30
H 0.834426 3.021718 -1.580591 -0.22 0.28 -0.45
H -2.329232 -3.167812 2.516621 0.55 0.11 0.24
H 5.708603 -2.383830 3.472176 0.14 -0.07 -0.56
H -1.030814 5.957094 6.961273 0.54 -0.59 0.11
H 7.547907 1.540314 -3.903901 0.29 -0.05 0.57
H 4.202934 4.445130 -0.726140 -0.21 -0.58 0.01
H -7.578336 -0.187630 2.848363 -0.18 0.00 0.48
H -5.277323 0.923894 3.336202 0.02 0.21 0.17
H -7.539540 -0.819552 -1.291760 -0.34 -0.09 0.04
H 4.643703 1.825722 -5.551102 -0.23 0.31 0.52
H 1.874481 2.345747 1.070460 0.66 0.17 0.29
H 7.239562 1.863015 1.933515 0.15 -0.11 0.93
H -8.646787 -0.937182 1.771193 -0.46 -0.57 0.32
H -0.604062 -1.685373 -5.475705 0.37 -0.67 0.90
H 7.481412 -1.076663 1.425242 0.42 0.09 0.09
H -1.032508 -0.373423 4.554189 0.29 -0.35 0.93
H 6.779079 1.843203 -2.288437 0.15 -1.40 -0.06
H 5.506312 3.654717 -3.157340 0.02 0.04 0.59
H 2.038198 1.812438 -1.522468 0.68 0.13 0.03
H 6.137240 1.541362 -0.157590 0.52 0.05 0.32
H 3.249087 -4.397942 1.566125 -0.78 0.09 -0.36
H -4.935322 -0.536709 -2.196704 -0.73 0.02 0.26
H -4.339809 -0.344162 5.520257 0.01 0.03 -0.15
H 8.090394 6.165422 -0.236623 -0.39 0.34 -0.05
H -1.057335 6.746499 5.478344 -0.01 -0.31 -0.55
H -4.841783 -1.790167 -0.851810 0.22 0.47 -0.05
H -3.600739 -0.072993 1.998009 1.00 -0.10 -0.19
H 2.563968 4.529478 1.981347 -0.46 0.86 0.69
H 0.190994 -0.382195 3.400950 0.09 0.18 -0.34
H -4.656283 -3.452207 1.086969 0.10 -0.16 -0.12
H 3.078214 -0.458933 -5.629579 0.31 0.57 -0.32
H -1.031018 2.141745 6.458922 -0.21 0.09 -0.04
H 3.503368 -1.848027 4.886192 -0.04 -0.11 0.02
H -8.155151 -5.616749 -3.093004 -0.18 -0.41 0.31
H -1.880620 -1.088582 -7.233051 -0.25 0.19 -0.60
H -1.248810 0.683045 -9.373639 0.11 -0.27 0.12
H 3.371065 3.483643 3.062698 0.00 -0.30 -0.02
H 4.288760 -3.209626 -4.678842 0.56 0.51 -0.34
H 6.201718 -0.855934 -2.802651 0.01 -0.27 0.50
H 5.699311 6.564036 -2.497029 0.45 0.70 -0.02
H 0.620441 -3.553756 2.410020 -0.02 -0.31 -0.50
H -2.697028 1.532494 1.777960 -0.02 -0.42 -0.46
H -2.161796 -4.230747 4.034503 -0.20 0.73 0.19
H -8.684787 -5.899372 -0.772414 -0.07 -0.73 -0.09
H -3.254331 -0.692783 7.848521 0.12 -0.01 -0.22
H 8.161477 3.632431 0.670903 0.17 0.28 -0.03
H -8.173590 -1.800738 3.368212 -0.36 0.17 -0.22
H -9.622754 -2.517844 -2.163594 0.24 0.09 0.19
H 8.647438 -2.269545 0.675140 -0.30 -0.20 0.21
H 2.741623 2.578087 -7.527493 0.52 0.10 -0.54
H -3.712784 -4.000975 3.105841 -0.18 -0.39 0.33
H 5.516924 -3.528324 2.010886 0.02 0.73 -0.02
H 4.374231 -2.791503 -2.989188 -0.23 0.28 0.03
H 0.099985 3.356945 -8.705020 -0.52 -0.42 -0.25
H -9.092233 -6.136893 0.947512 -0.33 0.20 -0.22
H -0.083879 -2.877949 4.998360 0.53 -0.44 0.01
H 2.930761 -2.405202 -4.017106 0.02 0.23 0.45
H 0.946801 1.666348 -2.809889 -0.70 0.22 0.29
H 5.753011 1.008906 2.430038 0.18 -0.44 -0.83
H 3.008155 3.507552 5.488814 -0.29 -0.47 0.25
H -1.215668 -1.356351 3.220043 0.50 -1.29 0.03
H 1.697933 3.780844 -7.031609 -0.21 0.14 0.14
H -6.379482 -0.970391 1.042323 -0.23 -0.57 -0.86
```
Positions in Å, forces in eV/Å.

- Energy above the lowest of the compared OMol25 structures with the same formula, charge and spin: 223.82 kJ/mol
- Total energy: -4221.25161 a.u.
- Charge: +4

---

Formula: C4H6Cl4Si
Source: the OMol25 dataset
Level of theory: wB97M-V/def2-TZVPD

```
15
Properties=species:S:1:pos:R:3:forces:R:3
Cl -1.715894 2.552073 0.442233 -0.58 1.02 0.02
Cl -4.439203 0.267923 1.495709 -0.56 -0.53 -0.14
Cl -3.868880 0.561533 -1.746413 -0.09 -0.36 -0.20
Cl -2.864263 -2.319589 -0.125570 -0.14 -0.26 -0.16
Si -3.262324 -0.359416 -0.054690 2.61 2.98 2.00
C 0.346406 -0.661486 0.785435 0.80 -2.02 0.02
C -1.412527 0.886155 0.837723 -1.97 -1.18 -0.66
C 0.089849 0.605765 -1.304651 0.97 2.31 1.10
C -0.195134 0.406353 0.174559 -0.16 -3.16 0.21
H -0.557968 0.148350 -1.990717 -1.40 -1.16 -0.51
H 0.064922 -1.143978 1.740371 -0.28 1.27 -0.14
H -1.518154 0.748848 1.954706 0.32 -0.08 -1.45
H -0.051459 1.690147 -1.554264 0.75 -0.78 0.13
H 0.985964 -1.451325 0.314359 -0.09 1.43 -0.23
H 1.091783 0.215630 -1.525466 -0.19 0.52 0.03
```
Positions in Å, forces in eV/Å.

- Energy above the lowest of the compared OMol25 structures with the same formula, charge and spin: 152.35 kJ/mol
- Total energy: -2286.35696 a.u.
- Charge: 0

---

Formula: CH3Cl2N
Source: the OMol25 dataset
Level of theory: wB97M-V/def2-TZVPD

```
7
Properties=species:S:1:pos:R:3:forces:R:3
Cl 1.637456 1.016571 0.185051 -0.98 -0.76 -0.93
Cl -1.674149 0.681390 1.149310 -0.84 1.44 0.75
N -0.764733 -0.562594 0.554365 3.04 0.01 -4.36
C 0.364439 0.020620 -0.639507 -2.56 -1.86 1.50
H -0.282019 0.569340 -1.368951 1.02 -0.20 0.73
H 0.725610 -0.986967 -1.044725 -0.07 1.80 0.59
H -0.006604 -0.738361 1.164457 0.40 -0.42 1.71
```
Positions in Å, forces in eV/Å.

- Energy above the lowest of the compared OMol25 structures with the same formula, charge and spin: 56.55 kJ/mol
- Total energy: -1014.96046 a.u.
- Charge: 0

---

Formula: C9H19N2
Source: the OMol25 dataset
Level of theory: wB97M-V/def2-TZVPD

```
30
Properties=species:S:1:pos:R:3:forces:R:3
N 0.243208 -2.205027 -1.121197 0.76 -2.57 -3.22
N -1.023194 -0.055302 1.293209 0.65 0.66 -1.25
C 1.073877 -1.367602 2.563899 -1.44 -0.82 -0.87
C -0.694123 0.967274 0.273371 -0.66 -0.06 -1.52
C 1.619512 -1.881183 1.178363 1.81 0.47 0.29
C -0.628050 0.327514 -1.208673 1.33 -1.47 1.30
C 0.805740 -1.521549 -0.011517 -0.26 1.61 1.12
C 0.646579 1.802443 0.571274 -2.15 -0.83 0.69
C -1.942489 1.965157 0.217274 1.58 -2.62 0.35
C -0.493879 1.238409 -2.413332 -4.20 -3.07 -0.98
C 0.546454 -0.750526 -1.218814 -0.31 1.76 0.56
H 0.915585 -2.735394 -1.749239 -0.49 0.47 1.11
H -0.573579 0.590394 -3.378790 0.58 1.40 1.57
H -2.782550 1.363884 -0.085467 -0.48 0.12 -0.77
H 2.665006 -1.319780 1.135225 -1.85 -1.47 -0.49
H -1.675571 2.784204 -0.412992 -0.34 0.72 -0.04
H 0.049933 -1.868534 2.743279 1.60 1.13 -0.10
H 1.513535 1.216605 0.259876 0.13 0.06 0.41
H -0.654411 -2.627424 -1.386849 -0.42 0.56 1.21
H -1.854798 -0.637793 1.061015 0.48 0.69 -0.41
H 1.758161 -1.687978 3.349221 0.05 0.17 -0.10
H 0.632984 2.029445 1.709272 0.33 0.01 -2.15
H 1.732677 -2.996396 1.166392 0.21 0.96 0.15
H 1.239227 -0.543593 -2.043083 0.37 -0.21 0.60
H 0.573258 2.672807 -0.120850 0.30 -0.27 1.04
H -2.129170 2.114582 1.241660 -0.28 1.40 1.20
H -1.377286 1.882899 -2.407784 0.11 0.00 -0.28
H 0.306045 1.818037 -2.299770 3.58 2.29 -0.26
H -1.477493 -0.314447 -1.373210 -0.94 0.00 0.27
H 0.984814 -0.261123 2.468236 -0.04 -1.10 0.58
```
Positions in Å, forces in eV/Å.

- Energy above the lowest of the compared OMol25 structures with the same formula, charge and spin: 681.16 kJ/mol
- Total energy: -463.36439 a.u.
- Charge: +1